12
Properties=species:S:1:pos:R:3 method="wB97M-V/def2-TZVPD" de_lowest_kcal_mol=0.00 homo_energy_ev="-10.45 / -10.43" total_charge=0
C 0.34 -0.01 -1.09
C -0.23 -0.52 1.18
N -0.91 0.37 -1.85
N 0.72 0.34 1.79
O -1.44 -0.54 -2.46
O -1.34 1.51 -1.71
O 1.81 0.00 1.48
O 0.34 1.25 2.48
F 0.99 -1.10 -1.48
F 1.14 0.98 -0.88
F -1.44 -0.03 1.32
Cl 0.02 -2.25 1.22